(1)
C24H38BrKN6Si2 | ωB97M-V/def2-TZVPD

Properties
- E_HOMO: -5.8 eV
- Kohn-Sham gap: 0.1836 Eh
- Energy above the lowest of the compared OMol25 structures with the same formula, charge and spin: 0.0000 eV

Each line ends with the Mulliken charge.
Geometry (Å):
H  -3.90  -4.08  -1.03  0.304
C  -3.07  3.73  -2.92  -0.747
N  1.56  2.05  -1.93  0.012
H  1.54  -3.13  1.17  0.379
H  -4.91  -0.75  -1.11  0.277
H  -4.58  -3.30  -2.47  0.298
N  -0.74  2.09  4.23  -0.590
C  1.00  2.71  -2.86  -0.538
N  -1.23  2.59  -1.91  0.106
C  0.02  -0.05  6.57  0.854
H  -0.39  -2.17  6.45  0.422
C  -3.65  -3.51  -1.93  -1.134
C  1.04  -1.99  -2.63  -0.963
H  -4.23  -1.31  0.42  0.302
H  5.21  -0.62  -1.37  0.468
H  5.88  3.36  -2.80  0.410
H  3.46  3.81  -2.68  0.520
H  -2.64  4.88  -4.69  0.428
H  1.67  -1.43  0.72  -0.064
H  0.19  -5.21  -0.47  0.299
H  -0.16  -4.92  -2.17  0.276
H  -1.44  1.32  7.41  0.365
H  2.79  -0.18  -1.26  0.324
N  0.29  1.26  4.47  0.634
H  -1.78  -1.63  -3.80  0.342
H  2.05  -2.37  -2.86  0.334
H  -1.40  -2.24  0.55  0.326
H  -3.03  -4.16  -2.56  0.287
H  1.52  -4.95  -1.61  0.300
H  -0.49  -1.35  4.90  0.347
C  2.95  1.83  -2.01  -0.487
H  0.74  1.98  6.34  0.355
H  -1.98  -0.06  -3.02  0.107
Br  7.54  1.00  -2.17  -0.191
C  -0.43  3.07  -2.87  0.488
H  -1.98  0.49  5.95  0.321
C  0.51  -4.64  -1.35  -1.159
C  -1.41  0.37  6.87  -1.474
C  -1.19  -2.06  -0.52  -0.459
H  -3.59  0.15  -0.34  0.056
H  1.09  -1.70  5.62  0.350
C  -3.98  -0.86  -0.55  -0.832
H  -3.14  2.49  -1.17  0.367
C  5.68  1.34  -2.11  0.108
C  0.79  1.03  5.81  -1.162
H  -3.39  -0.91  -3.67  0.359
H  1.09  -0.90  -2.61  0.172
C  1.70  -2.45  0.32  -0.726
C  4.82  0.35  -1.67  -0.742
N  -0.97  2.04  2.97  -0.272
H  0.39  -2.26  -3.46  0.392
H  2.72  -2.64  -0.05  0.285
C  3.84  2.82  -2.43  -0.127
H  0.56  -0.16  7.52  0.276
H  1.55  3.05  -3.75  0.489
N  -0.14  1.17  2.36  0.070
C  -2.44  -1.05  -3.14  -0.891
C  -2.25  4.24  -3.91  -0.340
H  -1.91  -0.38  7.48  0.424
C  0.63  0.70  3.31  -0.469
H  1.84  0.75  5.71  0.433
H  -0.22  4.25  -4.65  0.379
K  -0.28  0.63  -0.37  1.031
C  0.07  -1.39  5.84  -1.505
C  5.20  2.58  -2.48  -0.677
Si  0.38  -2.78  -1.02  0.135
C  3.46  0.60  -1.60  0.281
C  -0.90  3.89  -3.88  -0.814
C  -2.52  2.91  -1.95  -0.162
Si  -2.71  -1.92  -1.48  0.171
H  -4.13  3.96  -2.90  0.401
H  1.42  -0.03  3.19  0.459



(2)
C24H38ClCoN6O3S | ωB97M-V/def2-TZVPD

Properties
- E_HOMO (alpha / beta): -12.5 / -12.5 eV
- Kohn-Sham gap (alpha / beta): 0.1716 / 0.1715 Eh
- Energy above the lowest of the compared OMol25 structures with the same formula, charge and spin: 0.2822 eV
- Total charge: +2

Each line ends with the Mulliken charge.
Geometry (Å):
C  -0.62  1.28  -3.00  0.743
H  -2.95  3.28  -2.81  0.330
H  2.63  3.41  -2.39  0.248
C  -5.38  3.54  1.33  0.786
H  0.46  1.32  -5.98  0.339
H  0.17  -2.94  1.83  0.362
N  2.07  2.72  -1.91  -0.139
H  4.31  -0.28  0.91  0.470
C  1.69  4.37  1.30  -0.594
C  2.04  4.15  0.00  -0.982
C  -1.66  2.68  -4.50  -0.729
H  -7.43  3.55  1.95  0.401
N  1.07  1.97  0.06  1.388
C  1.34  -2.62  -0.45  -0.804
C  -3.05  3.44  0.66  1.021
H  -6.08  5.50  1.82  0.401
C  1.00  3.38  2.01  -0.939
H  -2.58  2.35  -4.98  0.399
H  -1.17  3.41  -5.14  0.394
H  0.85  -1.31  1.97  0.407
C  -0.28  0.75  -5.42  -0.906
H  1.85  1.86  -2.38  -0.158
Cl  -3.90  7.26  1.43  -0.214
H  -7.04  2.33  0.73  0.313
H  1.33  -2.62  -1.54  0.378
H  1.24  -3.66  -0.11  0.521
H  -2.17  2.88  0.40  -0.365
C  3.35  0.22  0.75  -1.155
C  -1.89  3.20  -3.07  -0.575
H  2.58  -2.05  1.20  0.444
H  -1.02  -2.35  -1.66  0.381
H  -0.89  -1.50  1.82  0.339
H  -1.13  -3.47  -0.28  0.480
C  0.06  -1.90  1.50  -0.914
H  -1.42  4.17  -2.90  0.303
C  -4.03  5.55  1.23  -0.023
N  -0.78  1.52  -4.30  -0.043
O  -2.23  0.05  1.85  -0.666
N  -1.23  2.17  -2.26  0.801
C  -5.24  4.91  1.49  -0.742
C  0.71  2.22  1.35  -0.550
O  -1.16  0.66  -0.03  0.756
H  0.13  1.44  1.84  0.306
H  -1.94  -1.90  -0.20  0.116
H  -3.35  1.27  -0.97  0.293
N  0.17  -1.84  0.01  0.553
N  2.57  -0.53  -0.28  1.179
C  2.57  -1.98  0.11  -0.888
S  0.35  -0.05  -2.44  -0.548
C  -4.26  2.81  0.90  0.511
H  -1.99  5.32  0.64  0.518
H  1.94  5.31  1.78  0.456
C  3.33  -0.43  -1.55  -1.232
H  2.56  4.91  -0.58  0.513
H  0.69  3.51  3.03  0.547
H  0.17  -0.18  -5.07  0.317
H  3.52  1.24  0.42  0.261
C  1.72  2.93  -0.62  0.627
O  -4.47  1.46  0.75  -0.465
H  2.81  0.23  1.70  0.366
C  -1.06  -2.42  -0.58  -0.870
H  -4.02  -0.21  -0.25  0.324
H  2.87  -1.04  -2.33  0.482
H  -1.30  2.04  -1.25  -0.805
C  -2.93  4.82  0.82  -1.301
Co  0.59  0.06  -0.26  -1.255
H  3.38  0.60  -1.88  0.210
C  -3.55  0.75  -0.03  -0.443
C  -2.24  0.45  0.71  0.156
H  -1.11  0.50  -6.08  0.344
H  4.35  -0.79  -1.39  0.452
C  -6.67  2.84  1.62  -1.359
H  3.48  -2.46  -0.24  0.408
H  -6.54  2.09  2.39  0.317



(3)
C24H38N2O5 | ωB97M-V/def2-TZVPD

Properties
- E_HOMO: -7.9 eV
- Kohn-Sham gap: 0.3126 Eh
- Energy above the lowest of the compared OMol25 structures with the same formula, charge and spin: 26.5306 eV

Each line ends with the natural charge from an NBO analysis.
Geometry (Å):
C  -3.72  -3.08  -1.15  -0.361
H  -3.08  -2.18  -4.56  0.152
C  -2.79  -1.12  -0.12  -0.411
O  4.18  2.95  1.73  -0.565
H  -3.59  -0.99  -5.87  0.181
H  4.51  -1.32  -0.01  0.240
O  4.41  6.37  2.26  -0.539
H  -1.85  -2.90  -0.65  0.206
H  2.12  1.29  -2.28  0.242
H  3.65  7.02  4.19  0.192
H  5.41  -0.33  -0.76  0.171
H  5.26  2.47  -0.07  0.174
C  1.67  -0.76  -3.48  -0.243
H  -3.68  -2.99  3.71  0.190
H  2.01  2.02  0.01  0.203
H  -5.03  -1.23  3.65  0.209
C  4.46  0.52  0.88  -0.415
C  4.41  -0.38  -0.19  -0.222
H  2.53  -0.63  -3.82  0.210
C  -3.13  -1.13  -4.96  -0.194
H  -5.01  -4.00  4.23  0.212
C  4.30  5.08  2.64  -0.059
H  0.47  -0.51  -5.61  0.226
H  -3.88  -4.67  2.69  0.158
H  -1.78  -0.55  0.29  0.208
H  -5.76  -3.61  2.03  0.185
C  4.66  7.12  3.58  -0.290
C  -2.52  -2.22  -1.12  0.043
H  -3.89  -3.84  -1.87  0.258
H  -3.37  -1.00  1.99  0.153
N  -4.52  -2.54  1.10  -0.431
C  -4.41  -3.65  3.47  -0.557
C  -1.13  -1.32  -2.82  0.373
C  -3.29  -1.75  1.52  -0.136
H  5.66  6.95  4.25  0.198
H  -3.58  -0.51  -4.16  0.145
H  -0.12  -1.45  -0.79  0.208
C  2.98  2.33  -0.58  -0.465
C  0.13  -1.38  -1.81  -0.269
H  -3.47  -4.23  0.65  0.042
C  1.26  -0.89  -2.25  -0.158
C  -4.33  -3.40  -0.06  -0.170
O  -1.86  -0.95  -4.91  -0.584
C  2.29  -1.02  -1.10  0.683
C  0.44  -0.72  -4.28  -0.143
C  -0.76  -0.99  -3.95  0.179
C  4.15  2.27  0.35  0.115
H  4.83  8.10  3.18  0.196
O  2.57  -2.19  -0.62  -0.604
C  4.26  4.38  1.40  -0.091
H  -5.12  -4.07  0.15  0.247
H  3.57  0.48  1.54  0.195
H  -2.46  -2.32  1.67  0.174
O  -2.12  -1.65  -2.32  -0.434
C  -5.63  -1.85  3.09  -0.554
H  -6.22  -1.02  2.24  0.158
H  5.08  4.54  0.79  0.182
H  -6.35  -1.98  3.68  0.207
H  -4.61  -2.20  -1.58  0.158
H  4.01  1.40  -2.25  0.158
H  3.31  4.75  0.83  0.165
H  5.20  0.73  1.58  0.235
N  3.39  0.01  -1.27  -0.447
H  3.31  5.03  3.35  0.157
H  -3.59  -0.49  -0.23  0.215
C  -5.18  -2.92  2.31  -0.073
H  2.82  3.22  -0.92  0.191
H  5.23  4.66  3.27  0.160
C  3.25  1.21  -1.84  -0.139



(4)
C24H38N9S2SeSiTi | ωB97M-V/def2-TZVPD

Properties
- E_HOMO (alpha / beta): -8.8 / -8.8 eV
- Kohn-Sham gap (alpha / beta): 0.2090 / 0.2089 Eh
- Total charge: +1

Each line ends with the Mulliken charge.
Geometry (Å):
H  1.92  3.57  1.28  0.725
C  2.73  -2.14  -2.07  -0.842
H  5.13  -2.38  1.89  0.256
C  4.82  -2.72  2.89  -1.113
N  1.61  -0.34  -0.93  1.797
H  2.59  -4.74  1.76  0.570
N  1.46  1.68  0.41  1.470
N  -0.37  -1.66  -0.35  0.686
N  1.52  2.33  -2.69  -0.258
H  4.85  -1.90  -2.38  0.448
H  1.15  -3.71  1.68  0.130
C  0.41  -2.33  -1.15  0.526
Si  2.95  -2.62  3.06  0.429
C  -3.80  -0.18  -0.33  -0.085
H  1.78  2.23  -1.72  -0.006
H  0.30  -0.33  2.16  -0.973
H  4.83  1.63  0.43  0.489
H  5.31  -2.08  3.62  0.306
H  -0.84  -4.01  -1.60  0.464
H  -2.08  0.37  3.32  0.562
H  0.72  -4.01  -2.43  0.622
C  3.89  2.11  0.71  -1.813
H  2.24  2.51  -3.37  0.268
C  -0.16  3.38  0.83  -1.206
C  -1.31  0.79  2.67  -0.726
N  -0.70  -0.23  1.81  1.074
N  -1.13  2.28  0.65  -0.017
C  -1.63  0.79  -2.99  -0.187
N  -2.66  0.20  -0.85  0.535
H  -3.28  -0.49  1.59  0.063
C  4.00  -0.30  -1.22  -0.984
S  -0.06  1.67  -4.76  -0.225
C  2.44  -3.39  4.69  -1.122
H  4.95  0.18  -1.03  0.397
H  -2.36  -2.13  0.12  0.416
C  -3.98  -0.02  -2.75  -0.731
H  2.59  -3.30  0.72  -0.025
H  -2.92  1.68  1.53  0.370
H  2.82  -4.41  4.79  0.332
H  -0.53  1.17  3.34  0.279
C  -1.17  -1.64  1.90  -1.286
H  2.82  -2.80  5.53  0.304
H  3.82  2.09  1.80  0.300
H  -2.27  0.64  -5.07  0.460
N  -0.52  1.22  -2.27  0.765
H  -4.91  -0.82  1.25  0.272
H  5.18  -3.75  3.03  0.343
C  0.38  1.73  -3.09  0.337
C  2.24  -3.71  1.67  -0.741
H  -0.54  4.13  1.53  0.385
H  2.68  -3.12  -2.52  0.421
H  1.35  -3.42  4.79  0.289
C  2.72  1.38  0.14  0.374
Ti  -0.10  0.43  -0.19  -0.909
C  1.60  -1.59  -1.50  0.259
H  1.09  2.43  2.33  0.166
N  -4.07  -0.33  0.99  -0.232
H  0.65  -4.40  -0.71  0.213
H  -0.01  3.86  -0.13  0.442
H  -2.07  -1.73  2.50  0.578
C  3.95  -1.47  -1.96  -1.305
C  -1.55  0.91  -4.32  -0.604
H  -0.39  -2.19  2.44  0.126
C  0.22  -3.77  -1.50  -1.991
Se  2.30  -0.49  2.88  -0.707
C  2.83  0.25  -0.71  0.508
C  -1.92  1.94  1.86  -0.806
C  -1.35  -2.28  0.51  -0.890
H  3.93  3.16  0.38  0.365
S  -5.06  -0.46  -1.49  -0.216
H  -2.02  2.82  2.51  0.463
H  -1.79  2.53  -0.08  0.341
C  -2.77  0.29  -2.23  -0.327
C  1.16  2.80  1.30  -0.842
H  -1.20  -3.36  0.60  0.794
H  -4.30  0.01  -3.77  0.451



(5)
C24H39BI3O9S | ωB97M-V/def2-TZVPD

Properties
- E_HOMO: -5.4 eV
- Kohn-Sham gap: 0.2548 Eh
- Total charge: -1

Each line ends with the Mulliken charge.
Geometry (Å):
O  2.09  -6.21  5.54  -0.635
H  -4.21  0.79  -1.06  0.278
C  5.46  1.73  -1.83  -0.164
H  7.64  -3.60  5.25  0.335
H  6.45  1.61  -2.48  0.282
C  2.57  -0.31  -1.96  -0.033
I  1.88  4.43  -2.19  -0.104
H  5.43  -2.63  4.93  0.251
H  -8.77  1.90  -5.39  0.299
C  -9.04  1.85  -2.26  0.570
C  -4.66  1.58  -0.46  -0.445
C  -10.31  2.64  -4.06  -0.474
O  -4.43  3.92  -0.49  -0.342
H  4.04  2.64  -3.44  0.178
H  -10.89  1.76  -4.36  0.270
H  3.18  1.53  -0.73  -0.239
C  4.12  1.66  -2.81  -0.735
H  2.20  -6.20  2.83  0.243
O  -8.29  1.70  -3.39  -0.328
H  7.61  -2.70  2.99  0.253
C  0.21  2.03  -1.18  -0.527
H  5.02  -4.30  5.42  0.299
H  3.48  -0.87  -2.48  0.263
H  -6.80  1.69  -0.94  0.245
H  4.34  0.79  -3.60  0.197
C  -0.64  0.64  -1.38  -0.200
C  1.77  -4.08  2.77  0.229
H  2.05  -2.28  3.93  0.233
H  -5.70  2.16  -2.24  0.202
C  1.87  -5.30  4.76  0.529
H  2.82  -3.97  2.48  -0.218
H  1.64  -0.49  -2.67  0.056
H  -6.24  4.31  -1.41  0.314
C  1.47  2.23  -2.20  -0.823
H  7.09  -5.18  4.67  0.272
H  -10.77  3.53  -4.51  0.316
C  7.29  -3.74  3.09  -0.389
H  0.41  -2.97  4.05  0.342
H  1.16  -3.84  1.90  0.349
O  -2.55  2.69  -0.05  -0.515
H  -0.48  -0.01  -0.42  0.141
C  5.95  -3.90  2.44  0.371
H  1.10  1.89  -3.28  0.356
H  -8.33  3.40  -4.53  0.268
H  -0.45  0.08  -2.39  0.293
H  -4.92  1.21  0.54  0.285
H  -6.33  3.75  0.28  0.259
H  -0.55  2.92  -1.41  0.565
I  0.75  2.34  0.96  -0.045
H  -10.05  3.72  -2.19  0.244
S  6.08  2.56  0.82  -0.286
H  0.49  -5.77  3.21  0.308
O  1.87  -3.98  5.09  -0.370
C  2.39  -1.03  -0.48  0.164
O  4.97  -3.91  3.38  -0.163
C  1.54  -5.47  3.31  -0.448
O  5.76  -3.98  1.24  -0.591
C  5.54  -3.69  4.67  -0.397
H  5.34  0.81  -1.07  0.016
H  8.03  -4.42  2.66  0.277
C  5.51  3.10  -0.92  -0.272
C  -3.74  2.75  -0.32  0.439
O  -8.75  1.40  -1.17  -0.655
C  -5.81  3.62  -0.68  -0.484
O  1.35  -1.88  -0.30  -0.556
H  -1.80  0.94  -1.39  -0.273
B  2.81  1.34  -1.85  0.466
C  -5.85  2.19  -1.16  -0.163
I  3.74  -0.78  1.23  -0.156
H  4.86  2.07  1.40  0.076
C  -10.24  2.70  -2.55  -0.442
H  -11.14  2.29  -2.09  0.290
H  6.32  3.84  -1.36  0.330
C  1.48  -3.21  3.96  -0.497
H  4.46  3.61  -0.75  0.024
C  -8.87  2.45  -4.45  -0.424
C  6.99  -4.09  4.53  -0.579



(6)
C24H39BrGeN5PPd | ωB97M-V/def2-TZVPD

Properties
- E_HOMO (alpha / beta): -4.6 / -7.1 eV
- Kohn-Sham gap (alpha / beta): 0.1534 / 0.2475 Eh
- Energy above the lowest of the compared OMol25 structures with the same formula, charge and spin: 1.0162 eV
- Spin multiplicity: 3

Each line ends with the Mulliken spin population.
Geometry (Å):
H  -0.48  0.38  -4.98  -0.006
H  -3.95  4.07  -0.64  -0.001
H  -0.16  4.54  -2.35  0.000
C  -0.12  -2.24  -5.18  0.003
H  4.52  0.95  -0.06  -0.002
C  2.54  -0.93  -3.21  0.001
H  2.07  0.40  2.75  -0.011
H  -0.24  -1.41  3.68  0.003
C  -3.00  -3.28  1.63  0.001
C  0.55  0.05  -4.83  0.005
Br  3.79  -4.00  0.60  0.004
H  -0.38  -3.51  -3.54  0.000
C  -1.25  -1.61  1.81  0.017
H  -2.99  5.22  -1.58  0.000
H  5.35  -1.44  0.32  0.044
H  3.27  -0.20  -3.58  -0.023
C  -2.64  -1.71  -0.15  0.095
H  0.00  -3.11  -5.82  0.000
H  -2.54  1.58  -3.97  -0.026
H  -1.17  -1.39  -2.81  0.002
H  -1.09  2.13  3.14  -0.004
H  1.77  -3.99  -4.35  0.002
C  3.30  -2.19  0.25  -0.095
H  1.26  0.56  4.33  0.002
C  3.83  0.12  -0.04  -0.065
C  2.50  0.37  -0.23  0.179
C  -2.92  2.49  -3.51  0.064
C  4.30  -1.20  0.19  0.451
H  -2.08  0.74  2.70  -0.008
C  1.98  -1.90  0.08  0.205
H  -3.02  1.01  -0.32  -0.002
C  2.14  -1.66  -5.50  0.000
H  0.18  3.01  -3.17  0.000
N  0.76  -1.20  -5.59  0.000
H  -2.94  -1.32  -1.12  0.009
H  2.27  -2.51  -6.17  0.000
N  -0.02  0.41  2.63  -0.003
H  0.55  3.20  -1.45  -0.008
H  1.30  1.93  3.19  0.001
H  0.84  -1.44  2.29  0.000
C  -0.16  3.45  -2.23  0.015
H  -3.99  2.36  -3.34  -0.006
H  -2.41  4.67  -0.01  -0.001
N  0.20  -2.70  -3.76  -0.004
C  -1.18  1.04  3.23  0.011
H  -3.55  -4.11  2.07  0.000
C  1.67  -3.11  -3.70  0.035
C  -2.03  1.28  -0.67  0.939
H  -2.79  3.31  -4.22  0.004
N  1.54  -0.63  -0.23  0.231
C  -2.93  4.36  -0.92  0.023
H  1.89  -3.37  -2.66  -0.027
H  1.19  0.82  -5.26  -0.002
Pd  -0.42  0.28  -0.27  -0.042
C  -3.34  -2.79  0.38  0.006
H  2.90  -1.28  -2.25  -0.004
H  0.09  -2.02  -1.76  -0.015
Ge  -1.99  2.85  -1.79  -0.010
C  -1.97  -2.68  2.33  -0.003
H  -1.29  0.79  4.30  0.001
H  2.81  -0.86  -5.83  0.000
C  1.21  0.84  3.26  0.020
P  0.91  -0.07  -3.00  0.053
N  2.51  -2.06  -4.15  0.002
C  -0.11  -1.62  -2.75  0.019
H  -1.15  -1.90  -5.18  -0.001
H  2.17  1.38  -0.42  0.022
H  1.22  -2.67  0.16  0.016
H  -1.72  -3.04  3.33  0.000
C  -0.12  -1.04  2.65  0.009
C  -1.57  -1.12  0.52  -0.128
H  -4.16  -3.22  -0.17  0.000